DFT (ωB97M-V/def2-TZVPD) results for a 2-piece molecular cluster, C2H5NO overall.

Geometry (Å):
C: 1.23808 -0.59291 0.77227
N: 0.52103 -0.20172 1.73580
H: 0.78163 -0.81152 -0.18551
H: 2.31979 -0.64788 0.87597
H: 1.09620 -0.07844 2.57502
O: -2.10414 1.05828 -2.36339
C: -1.50270 0.57443 -1.44945
H: -1.19652 -0.48961 -1.36197
H: -1.15337 1.18937 -0.59874

Force components x, y, z for each atom (eV/Å):
0.201 0.494 0.525
-0.184 -0.313 0.115
0.022 -0.042 -0.154
0.145 -0.334 -0.317
-0.154 0.190 -0.200
-0.085 -0.346 -0.148
0.499 0.317 0.542
-0.340 -0.004 -0.385
-0.103 0.038 0.022

Results
* HOMO level: -10.11 eV
* relative energy (zero: lowest compared OMol25 entry of this formula, charge and spin): 2.458 eV
* E_LUMO: 0.84 eV
* energy: -209.131988 hartree